(1)
98
Properties=species:S:1:pos:R:3:forces:R:3 method="wB97M-V/def2-TZVPD" orbital_gap_ev=5.720 relative_energy_kcal_mol=0.00 total_charge=0
C -11.256084 -4.281800 -1.433941 -0.2 0.0 0.0
C -12.099782 -3.086004 -1.107137 0.1 -0.1 -0.1
C -13.422749 -3.133757 -1.155601 -0.3 0.2 0.0
C -14.326562 -1.970833 -0.877687 0.3 0.3 0.4
C -13.537844 -0.660430 -0.900928 0.0 -0.4 0.1
H -14.154386 0.153435 -0.507737 0.0 0.1 0.0
H -13.301422 -0.432943 -1.943500 0.0 0.0 -0.1
C -12.235700 -0.757974 -0.098164 0.0 0.3 -0.1
C -11.527414 0.599040 -0.133962 -0.1 -0.2 0.0
H -11.380465 0.931395 -1.159426 0.0 0.1 -0.1
H -12.119319 1.348850 0.386586 -0.1 0.1 0.1
H -10.554442 0.532371 0.347620 0.1 0.0 0.1
C -12.532148 -1.123900 1.358824 0.1 0.0 -0.2
H -12.832739 -2.164625 1.446304 -0.1 -0.1 0.1
H -13.332953 -0.497296 1.746743 -0.1 0.1 0.1
H -11.651355 -0.962889 1.975681 0.1 0.0 0.1
C -11.334232 -1.823502 -0.772372 -0.2 0.2 0.1
C -10.130449 -2.132274 0.063543 0.3 0.2 -0.3
C -8.890458 -1.745982 -0.253047 -0.6 0.0 -0.1
C -7.693123 -1.993438 0.515737 0.9 0.1 0.1
C -6.511769 -1.508461 0.051658 -1.2 -0.1 -0.1
C -5.225289 -1.619906 0.645229 1.2 0.2 0.0
C -4.115470 -1.082460 0.078476 -1.1 -0.2 0.0
C -2.787187 -1.129515 0.600946 1.2 0.3 -0.1
C -1.785711 -0.521398 -0.103723 -1.4 -0.4 0.1
C -0.415233 -0.427353 0.228309 1.3 0.4 -0.2
C 0.495953 0.209953 -0.559260 -1.3 -0.4 0.2
C 1.864280 0.318807 -0.224112 1.4 0.4 -0.1
C 2.861237 0.929692 -0.933727 -1.2 -0.3 0.1
C 4.182409 0.933080 -0.393466 1.2 0.3 0.0
C 5.282985 1.492171 -0.959711 -1.2 -0.2 -0.1
C 6.560611 1.453457 -0.342630 1.2 0.2 0.2
C 7.731502 1.968262 -0.807891 -1.0 -0.1 -0.1
C 8.918345 1.809746 -0.008156 0.8 0.0 0.1
C 10.158844 2.200206 -0.346943 -0.6 -0.1 0.1
C 11.347623 2.014700 0.480318 0.3 0.0 0.2
C 11.399169 2.364467 1.772641 -0.1 0.1 0.0
C 12.610440 2.149486 2.635378 0.5 -0.1 -0.2
C 13.885950 1.905874 1.839914 -0.4 0.0 -0.3
C 13.589276 0.902923 0.730400 -0.1 0.4 0.2
H 14.509719 0.656652 0.192246 0.0 0.0 0.0
H 13.218707 -0.013023 1.196476 0.0 -0.1 0.0
C 12.543857 1.428799 -0.261310 0.2 -0.2 -0.1
C 12.088065 0.247331 -1.129025 0.1 0.1 0.1
H 11.409580 0.571241 -1.913429 -0.1 0.0 -0.1
H 12.949284 -0.227157 -1.595730 0.1 -0.1 -0.1
H 11.573037 -0.492695 -0.520413 -0.1 -0.1 0.0
C 13.165162 2.503035 -1.166261 -0.1 -0.1 0.1
H 12.468735 2.801220 -1.945539 -0.1 0.1 -0.1
H 13.429382 3.388862 -0.594342 0.1 0.1 0.0
H 14.061830 2.117199 -1.647608 0.1 0.0 -0.1
H 14.235025 2.854155 1.401276 -0.1 -0.1 0.0
O 14.864122 1.423352 2.742032 0.2 -0.1 0.2
H 15.655948 1.191008 2.245395 0.0 0.0 0.0
H 12.756442 3.002369 3.301066 0.0 0.0 0.0
H 12.446707 1.275049 3.273989 0.0 0.0 0.1
C 10.263620 3.018923 2.504970 0.0 0.0 -0.1
H 10.640668 3.841051 3.112251 0.0 0.0 0.1
H 9.511196 3.402968 1.822540 -0.1 0.0 0.1
H 9.787318 2.307555 3.179987 -0.1 0.0 0.1
H 10.332380 2.640112 -1.319253 -0.1 0.1 -0.2
H 8.778724 1.303866 0.938067 0.0 -0.1 0.1
C 7.857073 2.695760 -2.113289 -0.1 -0.1 0.1
H 8.504014 2.138967 -2.791601 0.1 0.0 -0.1
H 6.895545 2.830635 -2.596349 0.0 0.0 -0.1
H 8.300412 3.678083 -1.953652 0.1 0.1 0.0
H 6.591863 0.947001 0.615743 0.1 0.0 0.1
H 5.190791 1.986108 -1.914739 -0.1 0.1 -0.1
H 4.303423 0.440266 0.564309 0.0 0.0 0.1
C 2.635000 1.602010 -2.255812 -0.1 -0.1 0.1
H 3.258078 1.140450 -3.021512 0.0 0.0 -0.1
H 2.903256 2.656294 -2.190781 0.0 0.1 -0.1
H 1.600413 1.532958 -2.573005 0.0 0.0 -0.1
H 2.145515 -0.140283 0.717438 0.1 0.0 0.1
H 0.144252 0.653684 -1.480626 -0.1 0.0 -0.1
H -0.065205 -0.873507 1.149076 0.1 0.0 0.1
H -2.066184 -0.041938 -1.035376 -0.1 0.0 -0.1
C -2.561923 -1.842494 1.901499 0.1 0.1 -0.1
H -3.146116 -1.372778 2.692616 0.0 0.0 0.1
H -1.518010 -1.828468 2.194551 0.0 0.0 0.1
H -2.879047 -2.881719 1.817985 0.0 -0.1 0.1
H -4.234134 -0.557712 -0.862581 0.0 0.1 -0.1
H -5.137739 -2.148446 1.581946 0.1 -0.1 0.1
H -6.536231 -0.961625 -0.884623 -0.1 0.0 -0.1
C -7.832066 -2.772108 1.789086 0.1 0.1 -0.1
H -8.500098 -2.252288 2.475601 -0.1 0.0 0.1
H -6.877651 -2.914086 2.284017 0.0 0.0 0.1
H -8.259389 -3.752905 1.582195 -0.1 -0.1 0.0
H -8.743107 -1.186101 -1.169745 0.0 0.1 -0.1
H -10.321046 -2.694779 0.964643 0.1 -0.1 0.2
H -10.985903 -1.399268 -1.724321 0.0 0.0 0.0
O -15.348595 -1.982100 -1.861674 -0.2 0.0 -0.3
H -15.905188 -1.206511 -1.735010 0.0 0.0 0.0
H -14.795660 -2.107327 0.114438 0.1 0.0 -0.1
H -13.937391 -4.041718 -1.433610 0.0 -0.2 0.0
H -10.748412 -4.651027 -0.543556 0.1 -0.1 0.0
H -10.489386 -4.012435 -2.158910 0.1 0.0 -0.1
H -11.865000 -5.083637 -1.842935 0.0 -0.1 0.0

---

(2)
114
Properties=species:S:1:pos:R:3:forces:R:3 method="wB97M-V/def2-TZVPD" orbital_gap_ev=7.073 relative_energy_kcal_mol=0.00 total_charge=0
Ti 0.533786 -0.470979 0.591186 0.2 -0.3 0.6
C -5.127474 -5.638770 -1.435359 0.0 0.0 0.0
C -5.133306 -4.776216 -0.165826 0.0 0.0 0.0
C -5.333450 -5.677175 1.061561 0.0 0.0 0.0
C -6.315302 -3.810317 -0.245073 0.0 0.0 0.0
C -3.800930 -4.039541 -0.043596 0.0 0.0 0.0
C -3.702241 -2.658148 -0.020967 0.0 0.0 0.0
C -2.459638 -2.059158 0.111889 0.0 0.0 0.0
Se -2.300718 -0.155726 0.265397 0.1 0.1 -0.1
C -2.496767 -0.036885 2.157647 0.1 0.0 0.0
C -3.750834 0.059878 2.730894 0.0 0.0 0.0
C -3.877561 0.103362 4.110989 0.0 0.0 0.0
C -2.700304 0.084404 4.850227 0.0 0.0 0.0
C -1.418214 0.013094 4.311105 0.0 0.0 -0.1
C -1.320671 -0.076064 2.911840 -0.1 0.1 0.1
O -0.155373 -0.198756 2.266149 -0.1 0.0 0.2
C -0.245668 0.071139 5.296812 0.0 0.0 0.1
C 1.132270 0.024773 4.639157 0.0 0.0 0.0
C -0.332792 -1.114888 6.268638 0.0 0.0 0.0
C -0.331026 1.392971 6.077698 0.0 0.0 0.0
C -5.225316 0.180031 4.824766 0.0 0.0 0.0
C -6.395095 0.156152 3.840972 0.0 0.0 0.0
C -5.300900 1.480428 5.636153 0.0 0.0 0.0
C -5.371815 -1.020892 5.769987 0.0 0.0 0.0
C -1.285063 -2.802219 0.204869 -0.2 0.0 0.0
O -0.126609 -2.155309 0.346555 0.1 -0.1 -0.1
C -1.352675 -4.206669 0.171079 0.0 0.0 0.0
C -2.615037 -4.771681 0.055313 0.0 0.0 0.0
C -0.078757 -5.048123 0.259933 0.0 0.0 0.0
C 0.826933 -4.728452 -0.937226 0.0 0.0 0.0
C -0.374494 -6.549367 0.233890 0.0 0.0 0.0
C 0.654249 -4.738080 1.575165 0.0 0.0 0.0
H -6.072710 -6.178113 -1.531624 0.0 0.0 0.0
H -4.322060 -6.373919 -1.415406 0.0 0.0 0.0
H -4.992791 -5.017764 -2.322560 0.0 0.0 0.0
H -6.291759 -6.197593 0.996277 0.0 0.0 0.0
H -5.324568 -5.085770 1.979245 0.0 0.0 0.0
H -4.548717 -6.430520 1.139864 0.0 0.0 0.0
H -7.244227 -4.377565 -0.325706 0.0 0.0 0.0
H -6.245885 -3.159708 -1.118864 0.0 0.0 0.0
H -6.383184 -3.185138 0.647803 0.0 0.0 0.0
H -4.578854 -2.029817 -0.096555 0.0 0.0 0.0
H -4.618252 0.086017 2.085915 0.0 0.0 0.0
H -2.783136 0.143267 5.928340 0.0 0.0 0.0
H 1.280748 -0.900763 4.083429 0.0 0.0 0.0
H 1.892743 0.090253 5.422700 0.0 0.0 0.0
H 1.252714 0.869195 3.956066 0.0 0.0 0.0
H -0.286361 -2.060361 5.725010 0.0 0.0 0.0
H -1.256552 -1.103895 6.847063 0.0 0.0 0.0
H 0.501900 -1.082296 6.973240 0.0 0.0 0.0
H -0.285989 2.240939 5.391624 0.0 0.0 0.0
H 0.503109 1.467494 6.780107 0.0 0.0 0.0
H -1.256448 1.469284 6.648528 0.0 0.0 0.0
H -6.372410 1.014132 3.166376 0.0 0.0 0.0
H -7.335988 0.193105 4.392714 0.0 0.0 0.0
H -6.395430 -0.756113 3.240887 0.0 0.0 0.0
H -5.203863 2.349246 4.982841 0.0 0.0 0.0
H -4.506797 1.531709 6.382445 0.0 0.0 0.0
H -6.258143 1.546690 6.158584 0.0 0.0 0.0
H -5.313760 -1.958590 5.214201 0.0 0.0 0.0
H -6.336263 -0.982916 6.281623 0.0 0.0 0.0
H -4.590232 -1.032614 6.530678 0.0 0.0 0.0
H -2.686959 -5.849198 0.032292 0.0 0.0 0.0
H 0.319438 -4.955119 -1.876752 0.0 0.0 0.0
H 1.735826 -5.334882 -0.890826 0.0 0.0 0.0
H 1.109144 -3.677885 -0.965499 0.0 0.0 0.0
H -0.880149 -6.846587 -0.686766 0.0 0.0 0.0
H -0.983194 -6.862170 1.085076 0.0 0.0 0.0
H 0.569089 -7.095784 0.282538 0.0 0.0 0.0
H 0.916949 -3.683392 1.648523 0.0 -0.1 0.0
H 1.572984 -5.328523 1.632883 0.0 0.0 0.0
H 0.029862 -5.000831 2.432323 0.0 0.0 0.0
N 0.113833 2.678973 -1.651806 0.0 0.0 0.0
N -0.462372 1.678618 -2.446050 0.0 -0.1 0.0
C -0.354276 0.337981 -2.132903 0.0 0.0 -0.1
O -1.027414 -0.483379 -2.710717 -0.1 0.0 0.0
O 0.522986 0.053797 -1.180166 0.1 0.3 -0.3
H -0.533185 3.005105 -0.938124 0.0 0.0 0.0
H 0.369724 3.453671 -2.248786 0.0 0.0 0.0
H -1.292603 1.893803 -2.978460 0.0 0.0 0.0
O 3.420108 0.905790 -0.304217 0.0 0.1 0.1
C 2.750775 1.704108 0.345988 0.0 0.0 -0.1
C 3.170113 3.141880 0.615037 0.0 -0.1 0.0
C 1.994228 3.718695 1.389291 0.0 0.0 0.0
C 0.985934 2.572441 1.428848 -0.1 0.1 -0.1
O -0.163233 2.687509 1.807057 0.1 -0.1 0.0
N 1.548125 1.425352 0.913782 0.2 -0.1 0.1
H 3.354770 3.639365 -0.336840 0.0 0.0 0.0
H 4.112443 3.132146 1.163341 0.0 0.0 0.0
H 1.526465 4.578894 0.912645 0.0 0.0 0.0
H 2.234462 4.008236 2.413199 0.0 0.0 0.0
S 2.777358 -2.425824 -2.939214 0.0 -0.2 0.0
C 2.836261 -0.961730 -3.730550 0.0 0.2 0.2
N 2.903249 0.195830 -3.000117 0.1 0.0 -0.3
C 2.935643 1.440086 -3.527608 0.0 -0.1 0.0
C 2.899304 1.623716 -4.872586 0.0 0.0 0.0
C 2.838448 0.469222 -5.691123 0.0 0.0 0.0
C 2.813628 -0.776972 -5.144577 -0.1 0.1 0.0
H 2.950213 0.101443 -1.987050 -0.1 0.1 0.1
H 2.991211 2.242707 -2.806744 0.0 0.0 0.0
H 2.922662 2.617514 -5.291608 0.0 0.0 0.0
H 2.810774 0.579982 -6.767967 0.0 0.0 0.0
H 2.764288 -1.665268 -5.755712 0.0 0.0 0.0
C 4.213553 -3.018082 0.268197 0.0 0.0 0.0
N 4.407249 -1.954743 1.245146 -0.1 0.0 0.0
C 3.418091 -1.171204 1.682053 0.2 0.0 0.0
N 3.725122 -0.202872 2.569339 -0.1 0.0 0.0
O 2.230424 -1.358520 1.323636 -0.3 0.1 -0.4
H 4.811022 -3.880279 0.560761 0.0 0.0 0.0
H 4.478236 -2.691939 -0.735037 0.0 0.0 0.0
H 3.163026 -3.294946 0.264460 0.0 0.0 0.0
H 5.349089 -1.666505 1.447306 0.0 0.0 0.0
H 4.617323 -0.177550 3.027134 0.0 0.0 0.0
H 2.952686 0.294458 2.979758 0.0 0.0 0.0

---

(3)
113
Properties=species:S:1:pos:R:3:forces:R:3 method="wB97M-V/def2-TZVPD" orbital_gap_ev="7.055 / 5.761" spin_multiplicity=4 relative_energy_kcal_mol=45.89 total_charge=+2
Re -0.162141 -0.152488 0.052415 -0.5 0.1 -0.1
C -0.187189 -1.431600 3.500703 0.0 0.0 0.0
C 1.099122 -1.141675 2.828642 0.0 0.0 -0.1
C 2.356792 -1.258971 3.391039 0.0 0.0 -0.1
C 3.251965 -0.852797 2.413892 0.0 0.0 -0.1
C 4.735070 -0.745189 2.477780 0.0 0.0 0.0
N 2.545046 -0.530301 1.327333 -0.1 0.0 0.0
N 1.207462 -0.713407 1.551089 0.1 -0.1 0.3
B 2.993095 0.150056 0.035666 0.0 0.0 0.0
N 2.510642 -0.698547 -1.147524 -0.1 0.0 -0.1
N 1.171483 -0.825007 -1.377304 0.1 -0.1 -0.1
C 1.048542 -1.400964 -2.602513 0.0 0.1 0.0
C -0.231867 -1.589543 -3.333839 0.0 0.0 0.0
C 2.305396 -1.673185 -3.108938 0.0 0.0 0.1
C 3.210210 -1.207467 -2.165646 0.0 0.0 0.0
C 4.696834 -1.214729 -2.208901 0.0 0.0 0.0
N 2.313195 1.523725 -0.030220 0.0 0.0 0.0
N 0.961196 1.633282 0.128678 0.0 0.1 0.0
C 0.679982 2.952329 0.159656 0.0 -0.1 0.0
C -0.674704 3.550175 0.309865 0.0 0.0 0.0
C 1.854395 3.673389 0.011589 0.0 -0.1 0.0
C 2.868990 2.739732 -0.103166 0.0 -0.1 0.0
C 4.331533 2.957755 -0.264861 0.0 0.1 0.0
H -0.005494 -1.663552 4.548531 0.0 0.0 0.0
H -0.848265 -0.565734 3.460581 -0.1 0.0 0.0
H -0.673046 -2.291901 3.054255 -0.1 -0.1 0.0
H 2.589959 -1.580795 4.389154 0.0 0.0 0.1
H 5.090831 -1.159742 3.417780 0.0 0.0 0.0
H 5.207390 -1.287136 1.660420 0.0 0.0 0.0
H 5.054702 0.294654 2.420384 0.0 0.0 0.0
H 4.172594 0.266466 0.000190 0.1 0.0 0.0
H -1.070440 -1.166858 -2.790172 0.1 0.0 -0.1
H -0.170003 -1.075290 -4.292784 0.0 0.0 0.0
H -0.428795 -2.640403 -3.543212 0.0 0.0 0.0
H 2.534623 -2.120973 -4.058807 0.0 0.0 -0.1
H 5.032819 -1.787892 -3.069166 0.0 0.0 0.0
H 5.090997 -0.203278 -2.296507 0.0 0.0 0.0
H 5.116223 -1.660876 -1.309440 0.0 0.0 0.0
H -1.266983 3.022479 1.049110 0.0 0.0 0.0
H -0.564217 4.571843 0.668978 0.0 0.0 0.0
H -1.200635 3.590338 -0.645371 0.0 0.0 0.0
H 1.954971 4.743023 0.002391 0.0 0.1 0.0
H 4.532444 4.022757 -0.349624 0.0 0.0 0.0
H 4.885591 2.572626 0.590135 0.0 0.0 0.0
H 4.709305 2.465047 -1.159141 0.0 0.0 0.0
C -2.347502 0.739267 1.271474 0.1 -0.2 -0.2
C -2.680799 1.127475 -0.131519 0.0 0.1 0.0
C -3.964795 1.621794 -0.402103 0.1 0.0 -0.1
C -4.291112 1.885732 -1.694592 0.1 0.0 0.0
C -3.301298 1.785351 -2.696748 0.0 0.0 0.0
C -3.640639 2.102731 -4.037445 0.0 0.0 0.0
C -2.692815 2.084268 -5.019632 0.0 0.0 0.1
C -1.367978 1.824280 -4.666245 0.0 0.0 0.0
C -0.959205 1.550279 -3.355630 -0.1 0.0 0.0
S 0.714730 1.622403 -3.068113 0.1 0.1 0.2
C -1.983347 1.417038 -2.341494 0.0 -0.1 0.1
N -1.738064 0.969329 -1.052535 0.1 0.0 -0.2
H -2.561818 1.546464 1.978037 0.0 0.0 0.0
H -1.263840 0.590172 1.532543 0.1 0.2 0.2
H -2.910290 -0.135024 1.584515 0.0 0.0 0.0
H -4.673600 1.724799 0.405978 0.0 0.0 0.0
H -5.289863 2.195361 -1.970649 0.0 0.0 0.0
H -4.668054 2.357563 -4.257529 0.0 0.0 0.0
H -2.947042 2.313266 -6.044087 0.0 0.0 0.0
H -0.588610 1.889127 -5.413253 0.0 0.0 0.0
C 0.898667 -3.712371 0.266367 0.0 0.0 0.0
C -0.341906 -3.722753 -0.633425 0.0 -0.1 -0.1
C -0.772491 -5.184899 -0.795155 0.0 0.0 0.0
P -1.584212 -2.449521 -0.055732 0.0 0.0 -0.1
C -2.911621 -2.229153 -1.363723 0.0 0.1 0.0
C -4.283614 -1.868061 -0.787425 0.0 0.1 0.0
C -3.075085 -3.360897 -2.377134 0.0 0.0 0.0
C -2.414072 -3.337166 1.380129 0.0 0.0 0.0
C -3.230507 -2.510837 2.381369 0.1 0.0 -0.1
C -3.298800 -4.540381 0.991754 0.0 0.0 0.0
H 1.616273 -4.429840 -0.130434 0.0 0.0 0.0
H 0.658087 -4.034396 1.281854 0.0 0.0 0.0
H 1.388947 -2.746222 0.322572 0.0 0.0 0.0
H -0.040340 -3.356182 -1.616942 0.0 0.0 0.1
H -0.969727 -5.651120 0.168886 0.0 0.0 0.0
H 0.062470 -5.726883 -1.240976 0.0 0.0 0.0
H -1.633315 -5.332436 -1.440266 0.0 0.0 0.0
H -2.576629 -1.343387 -1.909005 -0.1 -0.1 0.1
H -4.727729 -2.689415 -0.236980 0.0 -0.1 0.0
H -4.956218 -1.639181 -1.615779 0.0 0.0 0.0
H -4.262900 -0.995614 -0.137488 0.0 0.0 0.0
H -3.542953 -4.236660 -1.931337 0.0 0.0 0.0
H -2.136235 -3.669092 -2.831543 0.0 0.0 0.0
H -3.731044 -3.018239 -3.178312 0.0 0.0 0.0
H -1.538871 -3.743780 1.900128 0.0 0.0 0.0
H -4.143456 -2.132084 1.924813 0.0 0.0 0.0
H -2.693994 -1.681290 2.827262 0.1 0.0 0.0
H -3.538383 -3.169894 3.194044 0.0 0.0 0.0
H -4.338191 -4.242182 0.882900 0.0 0.0 0.0
H -3.267732 -5.263593 1.807525 0.0 0.0 0.0
H -3.002293 -5.057957 0.089941 0.0 0.0 0.0
C -0.910529 2.267738 8.466653 0.0 0.0 0.0
C -1.526635 2.063834 7.125875 -0.1 0.0 -0.1
C -2.842423 1.778506 6.893891 0.2 0.0 0.0
C -3.251932 1.602635 5.555071 -0.1 0.0 0.1
N -2.430932 1.702375 4.528017 0.0 -0.1 -0.1
C -1.128402 1.994303 4.745329 0.0 0.1 0.0
S -0.008689 2.181718 3.520011 0.1 0.0 0.0
N -0.715309 2.152792 6.047029 0.1 0.1 0.0
C -4.678309 1.270618 5.254551 0.0 0.0 0.0
H -1.676314 2.465991 9.211039 0.0 0.0 0.0
H -0.210268 3.102219 8.451739 0.0 0.0 0.0
H -0.364552 1.371627 8.765561 0.0 0.0 0.0
H -3.542856 1.699393 7.709815 0.0 0.0 0.0
H 0.260796 2.397332 6.163076 0.0 0.0 0.0
H -5.353745 1.759710 5.952990 0.0 0.0 0.0
H -4.826624 0.193667 5.355459 0.0 0.0 0.0
H -4.924625 1.562202 4.237189 0.0 0.0 0.0

---

no.,largest force on an atom (Eh/bohr),calculated total energy (Eh)
1,0.028,-1708.1458
2,0.014,-6063.6126
3,0.009,-3292.9565